1.
The following is a DFT calculation (ωB97M-V with the def2-TZVPD basis set) of a cluster of 2 separate species, CHN4O2S in total.

HOMO level (alpha / beta)	-4.40 / -5.40	eV
gap between HOMO and LUMO (alpha / beta)	4.9 / 8.1	eV

The geometry in ORCA input format:
```
! RIJCOSX wB97M-V def2-TZVPD def2/J DEFGRID3
* xyz -1 1
C -0.72 0.16 -0.10
N -1.65 0.07 0.89
N -2.48 -0.79 0.42
N -2.13 -1.28 -0.73
N -1.06 -0.64 -1.11
O 0.41 1.74 -1.72
O 3.80 0.08 1.08
S 0.53 1.38 -0.27
H 3.31 -0.72 1.54
*
```


2.
The following is a DFT calculation (ωB97M-V with the def2-TZVPD basis set) of the ion CHN4O2S with charge -1.

HOMO level	-5.61	eV
gap between HOMO and LUMO	9.4	eV

The geometry in ORCA input format:
```
! RIJCOSX wB97M-V def2-TZVPD def2/J DEFGRID3
* xyz -1 1
C 0.04 0.13 -1.03
N 0.90 -0.46 -1.88
N 1.58 -1.30 -1.15
N 1.24 -1.25 0.08
N 0.26 -0.30 0.21
O -0.41 1.67 1.92
O -2.25 0.21 1.14
S -0.85 0.28 1.76
H -0.51 1.02 -1.04
*
```


3.
The following is a DFT calculation (ωB97M-V with the def2-TZVPD basis set) of a cluster of 2 separate species, CHN4O2S in total.

HOMO level (alpha / beta)	-4.49 / -4.49	eV
gap between HOMO and LUMO (alpha / beta)	5.2 / 5.2	eV

The geometry in ORCA input format:
```
! RIJCOSX wB97M-V def2-TZVPD def2/J DEFGRID3
* xyz -1 1
C -0.57 0.23 0.33
N -1.30 0.83 -0.66
N -2.31 0.07 -0.85
N -2.22 -1.04 0.00
N -1.23 -0.88 0.74
O 0.99 2.23 0.54
O 3.21 -0.78 -0.61
S 0.92 0.82 0.95
H 2.52 -1.48 -0.45
*
```


Order of stability, best first: 2, 1, 3


1.
The following is a DFT calculation (ωB97M-V with the def2-TZVPD basis set) of a cluster of 2 separate species, CH3NO2S in total.

HOMO level (alpha / beta)	-6.54 / -11.61	eV
⟨S²⟩	2.006
gap between HOMO and LUMO (alpha / beta)	6.8 / 8.0	eV

The geometry in ORCA input format:
```
! RIJCOSX wB97M-V def2-TZVPD def2/J DEFGRID3
* xyz 0 3
C -0.46 -0.18 -0.14
N 1.00 -0.51 -0.28
O 0.01 -1.60 -2.48
O -0.33 -2.81 -0.43
S -0.05 -1.54 -1.06
H -1.02 -0.03 0.89
H -0.75 1.31 -0.61
H 1.49 -0.88 0.47
*
```


2.
The following is a DFT calculation (ωB97M-V with the def2-TZVPD basis set) of a cluster of 2 separate species, CH3NO2S in total.

HOMO level (alpha / beta)	-8.65 / -9.09	eV
⟨S²⟩	2.006
gap between HOMO and LUMO (alpha / beta)	9.6 / 7.0	eV

The geometry in ORCA input format:
```
! RIJCOSX wB97M-V def2-TZVPD def2/J DEFGRID3
* xyz 0 3
C 0.12 0.44 0.28
N -3.31 -0.31 0.05
O -2.89 -1.29 -0.44
O -4.30 0.18 0.40
S -1.21 1.55 -0.22
H 0.30 0.73 1.35
H 0.96 0.88 -0.26
H -0.12 -0.72 0.31
*
```


Order of stability, best first: 2, 1


1.
The following is a DFT calculation (ωB97M-V with the def2-TZVPD basis set) of a cluster of 2 separate species, CH3NO2S in total.

HOMO level (alpha / beta)	-7.84 / -10.39	eV
⟨S²⟩	2.007
gap between HOMO and LUMO (alpha / beta)	8.6 / 9.1	eV

The geometry in ORCA input format:
```
! RIJCOSX wB97M-V def2-TZVPD def2/J DEFGRID3
* xyz 0 3
C 0.97 -0.83 0.34
N -1.83 0.65 -0.95
O -2.78 1.25 -0.71
O -0.27 1.49 0.22
S 1.07 0.93 -0.17
H 1.37 -1.43 -0.47
H -0.08 -1.05 0.50
H 1.54 -1.00 1.25
*
```


2.
The following is a DFT calculation (ωB97M-V with the def2-TZVPD basis set) of an isolated molecule of CH3NO2S.

HOMO level (alpha / beta)	-8.60 / -8.91	eV
⟨S²⟩	2.010
gap between HOMO and LUMO (alpha / beta)	8.9 / 7.4	eV

The geometry in ORCA input format:
```
! RIJCOSX wB97M-V def2-TZVPD def2/J DEFGRID3
* xyz 0 3
C 1.47 -0.05 0.17
N -0.65 -0.12 -0.60
O -3.54 -0.46 -0.36
O 0.25 0.71 -0.09
S -2.49 0.22 0.36
H 1.27 -0.86 0.85
H 2.00 0.81 0.50
H 1.70 -0.25 -0.83
*
```


Order of stability, best first: 1, 2


1.
The following is a DFT calculation (ωB97M-V with the def2-TZVPD basis set) of an isolated molecule of C5H12N2.

HOMO level	-6.69	eV
gap between HOMO and LUMO	7.6	eV

The geometry in ORCA input format:
```
! RIJCOSX wB97M-V def2-TZVPD def2/J DEFGRID3
* xyz 0 1
C 0.99 0.37 0.20
C 1.23 1.79 0.08
C 2.23 -0.54 0.18
C -0.67 -1.45 -0.14
C -2.69 0.59 0.09
N -0.38 0.03 0.02
N -1.33 0.94 -0.23
H 0.87 2.08 -0.94
H 2.26 2.18 0.25
H 0.50 2.29 0.72
H 2.99 0.13 -0.22
H 1.90 -1.41 -0.41
H 2.36 -0.96 1.18
H -1.74 -1.58 0.13
H -0.50 -1.56 -1.24
H 0.02 -2.03 0.51
H -3.12 -0.11 -0.53
H -2.87 0.33 1.05
H -3.06 1.71 -0.11
*
```


2.
The following is a DFT calculation (ωB97M-V with the def2-TZVPD basis set) of an isolated molecule of C5H12N2.

HOMO level	-9.48	eV
gap between HOMO and LUMO	10.5	eV
structure (SMILES)	CCCC/N=C\N

The geometry in ORCA input format:
```
! RIJCOSX wB97M-V def2-TZVPD def2/J DEFGRID3
* xyz 0 1
C -0.84 -2.03 -2.21
C 0.11 -2.05 -0.98
C -0.34 -1.01 0.07
C 0.02 0.45 -0.30
N -0.66 1.29 0.63
C 0.00 1.89 1.54
N 1.43 1.91 1.66
H -0.94 -3.00 -2.70
H -1.82 -1.64 -1.97
H -0.36 -1.31 -2.88
H 0.14 -3.03 -0.51
H 1.13 -1.80 -1.28
H 0.17 -1.21 1.02
H -1.43 -1.04 0.16
H -0.42 0.58 -1.31
H 1.11 0.53 -0.48
H -0.48 2.45 2.32
H 1.87 1.00 1.64
H 1.88 2.62 1.10
*
```


3.
The following is a DFT calculation (ωB97M-V with the def2-TZVPD basis set) of an isolated molecule of C5H12N2.

HOMO level	-8.46	eV
gap between HOMO and LUMO	9.5	eV
structure (SMILES)	C=C(N)C[C@H](C)N

The geometry in ORCA input format:
```
! RIJCOSX wB97M-V def2-TZVPD def2/J DEFGRID3
* xyz 0 1
C 2.04 -1.47 -0.51
C 1.35 -0.58 0.20
N 1.31 -0.62 1.60
C 0.52 0.49 -0.45
C -0.89 0.69 0.12
C -1.88 -0.36 -0.36
N -1.46 2.03 -0.06
H 2.59 -2.29 -0.07
H 2.09 -1.32 -1.58
H 1.88 -1.36 1.99
H 0.40 -0.71 2.04
H 1.08 1.42 -0.27
H 0.47 0.42 -1.53
H -0.81 0.58 1.21
H -2.84 -0.23 0.14
H -1.46 -1.35 -0.20
H -2.05 -0.26 -1.44
H -1.56 2.20 -1.06
H -0.78 2.72 0.23
*
```


4.
The following is a DFT calculation (ωB97M-V with the def2-TZVPD basis set) of a cluster of 2 separate species, C5H12N2 in total.

HOMO level (alpha / beta)	-8.35 / -8.09	eV
gap between HOMO and LUMO (alpha / beta)	8.6 / 8.2	eV

The geometry in ORCA input format:
```
! RIJCOSX wB97M-V def2-TZVPD def2/J DEFGRID3
* xyz 0 1
C -0.78 0.05 -2.46
N -1.35 0.50 -1.22
C 0.26 -1.81 -0.05
N -0.26 -0.72 0.34
H -2.12 -0.12 -0.97
H -0.38 -0.98 -2.44
H -1.55 0.05 -3.25
H 0.03 0.71 -2.77
H 1.31 -2.06 -0.01
H -0.41 -2.54 -0.51
C -0.39 1.16 1.89
C 0.49 0.45 0.86
C 1.82 0.16 1.29
H 0.43 1.07 -0.07
H 0.09 2.08 2.22
H -0.55 0.52 2.76
H -1.35 1.40 1.45
H 2.21 0.55 2.23
H 2.49 -0.45 0.70
*
```


Order of stability, best first: 3, 2, 1, 4